## i
23
Properties=species:S:1:pos:R:3:lowdin_charge:R:1 method="wB97M-V/def2-TZVPD" total_charge=0 e_lumo_ev=0.980 spin_multiplicity=1 homo_energy_ev=-9.854
C -1.4060 -0.2446 0.4913 -0.260
C -0.6185 0.8702 1.3026 -0.270
C -2.4400 0.3488 -0.4492 -0.121
C 0.5038 0.2734 2.1426 -0.113
H -1.8824 -0.9234 1.2022 0.106
H -0.6761 -0.8334 -0.0625 0.069
H -0.2676 1.7191 0.7124 0.085
H -1.3569 1.3227 1.9694 0.098
H -2.8740 -0.4253 -1.0760 0.067
H 1.2655 -0.1621 1.4985 0.049
H 0.9628 1.0294 2.7721 0.067
H -1.9831 1.0802 -1.1167 0.064
H -3.2302 0.8416 0.1162 0.071
H 0.1257 -0.5193 2.7880 0.073
C 1.4276 0.6184 -1.5474 -0.064
C 1.0724 -0.7722 -1.9078 -0.243
O 2.4232 -1.7324 -0.3658 -0.076
N 1.4722 -1.8561 -1.3888 -0.023
H 2.6244 -2.6457 -0.1285 0.091
H 0.3107 -0.9186 -2.6638 0.110
H 1.7934 1.1386 -2.4298 0.076
H 2.2103 0.6430 -0.7905 0.069
H 0.5427 1.1476 -1.0685 0.074

---

## ii
23
Properties=species:S:1:pos:R:3:lowdin_charge:R:1 method="wB97M-V/def2-TZVPD" total_charge=0 smiles="C=CCCNCC.O" e_lumo_ev=0.902 spin_multiplicity=1 homo_energy_ev=-8.760
C -1.4149 1.1250 -0.3063 -0.276
N 0.0384 0.8677 -0.0485 -0.143
C 0.6597 -0.0534 -0.9738 -0.233
C 0.2014 -1.5088 -0.4936 -0.222
C 1.3667 -2.4344 -0.5219 -0.187
C 1.4820 -3.4406 0.4599 0.019
C -1.5952 2.6571 -0.3922 -0.123
H -2.0937 0.6925 0.5362 0.118
H -1.9346 0.5113 -1.1479 0.130
H 0.5242 1.7326 0.0731 0.088
H 0.4283 0.1752 -2.0245 0.103
H 1.7766 0.1786 -0.9355 0.133
H -0.1209 -1.3644 0.5164 0.076
H -0.7943 -1.9703 -0.9731 0.152
H 2.1401 -2.0521 -1.2628 0.113
H 2.4935 -3.9150 0.2401 0.058
H 0.9043 -3.9078 1.1716 0.017
H -2.6127 3.0292 -0.4611 0.053
H -1.2699 3.2644 0.5252 0.090
H -1.0714 3.0508 -1.2998 0.081
H -0.1118 1.7606 2.5745 0.008
H 0.3863 0.4367 2.0876 -0.001
O 0.6179 1.1651 2.6564 -0.055

---

So which one wins? Going from most stable to least: i, ii.

---

## i
23
Properties=species:S:1:pos:R:3:lowdin_charge:R:1 method="wB97M-V/def2-TZVPD" total_charge=0 smiles="CC(=O)[C@@H](C)N.CC" e_lumo_ev=0.938 spin_multiplicity=1 homo_energy_ev=-8.726
C 1.2889 0.0240 -0.1682 -0.366
C -0.7934 1.4866 -1.2196 -0.033
C 2.1764 1.2205 -0.4640 -0.086
C -0.4004 0.7205 0.0187 -0.517
N 1.5570 -0.6187 1.1074 0.026
O -0.6214 1.1290 1.1576 0.004
H 1.3643 -0.7077 -0.9806 0.122
H 1.0368 -0.1169 1.8316 0.072
H 2.5398 -0.5664 1.3582 0.070
H -1.8776 1.6162 -1.2191 0.086
H -0.3290 2.4729 -1.2034 0.090
H -0.4936 0.9597 -2.1272 0.091
H 1.9390 2.0546 0.2025 0.087
H 3.2301 0.9594 -0.3149 0.075
H 2.0728 1.5565 -1.4988 0.072
C -1.7000 -1.8321 1.1321 -0.145
C -1.5801 -1.1867 -0.2283 -0.143
H -1.7589 -1.0559 1.8994 0.068
H -0.8249 -2.4461 1.3509 0.068
H -2.5973 -2.4541 1.1942 0.070
H -2.4652 -0.6031 -0.4817 0.088
H -1.4288 -1.9049 -1.0398 0.086
H -0.3349 -0.7074 -0.3070 0.115

---

## ii
23
Properties=species:S:1:pos:R:3:lowdin_charge:R:1 method="wB97M-V/def2-TZVPD" total_charge=0 smiles="CCC(N)=O.CCC" e_lumo_ev=0.852 spin_multiplicity=1 homo_energy_ev=-9.794
C 0.1508 -0.3074 1.8188 -0.169
C 0.0623 -0.8213 3.2638 -0.089
C 0.7050 -1.4061 0.9120 -0.534
O 0.3142 -2.4990 0.6057 0.068
N 1.9357 -0.9823 0.3401 0.116
H -0.8508 -0.1017 1.4097 0.105
H 0.7205 0.6152 1.7807 0.105
H 1.0102 -0.8774 3.7863 0.073
H -0.3018 -1.8403 3.2597 0.071
H 2.5509 -1.6094 -0.1517 0.099
H 2.4404 -0.2242 0.7714 0.083
H -0.6446 -0.2324 3.8570 0.075
C -1.1803 0.6119 -1.5043 -0.276
C 0.2162 0.1604 -1.9319 -0.148
C -1.4397 1.8994 -2.3323 -0.123
H -1.1711 0.7900 -0.4380 0.063
H -1.9524 -0.1550 -1.5705 0.101
H 0.9911 0.7080 -1.4138 0.056
H 0.4653 -0.9081 -1.8701 0.064
H -2.4485 2.3005 -2.2931 0.056
H 0.5009 0.3568 -2.9693 0.066
H -1.2818 1.8596 -3.4177 0.071
H -0.7927 2.6630 -1.9125 0.067

---

So which one wins? Going from most stable to least: ii, i.

---

## i
15
Properties=species:S:1:pos:R:3:lowdin_charge:R:1 method="wB97M-V/def2-TZVPD" total_charge=0 e_lumo_ev=0.214 spin_multiplicity=1 homo_energy_ev=-9.184
C -1.5496 1.2692 -0.5532 -0.167
C -0.2000 1.3679 -0.9272 -0.198
C 1.8895 -1.3458 -0.4908 -0.270
H -1.6719 0.2557 2.3623 0.056
H -0.3155 0.8442 1.5358 0.106
H -2.3987 1.4314 -1.1738 0.095
H 0.1781 2.3871 -1.2063 0.119
H 0.0096 -0.9423 0.3616 0.139
H 2.7076 -0.8629 -0.9898 0.099
H 1.0955 -2.7013 0.4049 0.017
N -1.1713 0.2520 1.5375 0.001
N -2.0281 0.7055 0.5321 -0.025
N 0.8276 0.6051 -0.8585 0.012
N 0.6181 -0.7147 -0.5256 -0.051
N 2.0093 -2.5510 -0.0090 0.066

---

## ii
15
Properties=species:S:1:pos:R:3:lowdin_charge:R:1 method="wB97M-V/def2-TZVPD" total_charge=0 e_lumo_ev=0.838 spin_multiplicity=1 homo_energy_ev=-7.746
C 2.6707 -0.1372 0.2202 -0.175
C 0.3512 -0.0940 -0.2740 -0.391
C -0.1562 -1.5332 -0.2584 -0.039
H 3.5644 0.3758 -0.1780 0.074
H 2.7271 -1.2771 0.1123 0.091
H 2.8627 0.0380 1.2640 0.061
H 0.5445 -2.3406 -0.5639 0.121
H -1.8894 -0.0371 1.2347 0.125
H -1.6983 2.3757 0.0429 0.068
H 0.0408 2.5012 -0.1847 0.073
N 1.4503 0.4683 -0.0851 0.006
N -1.3691 -1.5256 0.1278 0.024
N -1.8466 -0.2241 0.2395 0.016
N -0.7770 0.5810 -0.2591 -0.158
N -0.7927 1.9790 -0.0021 0.103

---

## iii
15
Properties=species:S:1:pos:R:3:lowdin_charge:R:1 method="wB97M-V/def2-TZVPD" total_charge=0 e_lumo_ev="0.430 / -0.253" spin_multiplicity=1 homo_energy_ev="-8.732 / -7.808"
C -2.5206 -1.1885 -1.0480 -0.306
C -0.6794 -0.5400 -0.4725 -0.133
C 1.7611 0.5522 1.1727 -0.146
N -1.6398 -0.3207 -1.3668 0.043
N -2.1400 -2.1031 -0.1253 0.035
N -0.9711 -1.5791 0.2895 -0.019
N 1.1416 1.9567 -0.5292 0.008
N 1.3870 0.7336 -0.1923 -0.155
H -3.3917 -1.2907 -1.6395 0.088
H 2.9108 0.3976 1.2780 0.112
H 1.4926 1.3971 1.7738 0.059
H 1.3796 -0.4635 1.4384 0.073
H -0.3759 -2.1354 0.7727 0.092
H 0.8925 2.6354 0.1713 0.098
H 0.7533 1.9485 -1.5226 0.152

---

## iv
15
Properties=species:S:1:pos:R:3:lowdin_charge:R:1 method="wB97M-V/def2-TZVPD" total_charge=0 e_lumo_ev=0.052 spin_multiplicity=1 homo_energy_ev=-9.257
C 1.9748 -1.3380 0.0898 -0.066
C 0.7259 -0.6387 -0.2366 -0.381
C -1.4121 -0.2193 -0.1083 -0.502
H 2.0980 -1.4723 1.4529 0.197
H 1.5059 -2.4406 -0.0169 0.106
H 2.9125 -1.2352 -0.5053 0.074
H -3.2549 -0.9932 0.2913 0.048
H -1.4024 1.4791 -0.9126 0.193
H 1.4187 2.4563 0.1339 0.009
H 0.5737 1.3929 1.2146 0.180
N -0.4588 -1.2200 -0.0785 0.139
N -2.6186 -0.1994 0.3300 0.122
N -0.7080 1.1050 -0.0553 -0.023
N 0.6069 0.7901 -0.6372 -0.119
N 1.5239 1.5227 0.4227 0.025

---

So which one wins? Going from most stable to least: i, ii, iii, iv.

---

## i
15
Properties=species:S:1:pos:R:3:lowdin_charge:R:1 method="wB97M-V/def2-TZVPD" total_charge=0 smiles="NNC1=NCC=NN1" e_lumo_ev=0.890 spin_multiplicity=1 homo_energy_ev=-8.473
C -0.3081 0.3251 -0.1221 -0.320
C 1.9621 0.9215 -0.0842 -0.142
C 2.1620 -0.5412 0.3020 -0.155
H -3.2865 -0.6388 -0.5436 0.119
H -3.0761 -0.2424 1.2004 0.121
H -2.0174 1.5125 -0.0895 0.107
H 1.9516 0.9336 -1.1173 0.077
H 2.5740 1.6055 0.4233 0.081
H 3.1514 -0.8560 0.8157 0.123
H -0.6063 -1.8420 -0.4410 0.106
N -2.5746 -0.4740 0.2630 -0.065
N -1.7781 0.5466 -0.1321 -0.119
N 0.4682 1.2918 -0.0096 0.079
N 1.2847 -1.4324 0.0179 -0.034
N 0.0931 -1.1098 -0.4828 0.023

---

## ii
15
Properties=species:S:1:pos:R:3:lowdin_charge:R:1 method="wB97M-V/def2-TZVPD" total_charge=0 e_lumo_ev=0.468 spin_multiplicity=1 homo_energy_ev=-9.289
C 0.8508 1.2783 0.0108 -0.282
C 0.1009 -1.0370 -0.5006 -0.136
C -1.8394 -0.3303 0.4886 -0.357
H 2.1869 -1.5190 0.8718 0.124
H 2.6572 -0.8749 -0.5932 0.062
H 1.6506 1.8652 0.3826 0.109
H -0.4670 2.7598 -0.2402 0.104
H 0.7278 -1.7607 -0.9708 0.104
H -1.3861 -0.0340 1.4193 0.104
H -3.3750 -0.2189 -0.7237 0.042
N 2.3186 -0.6218 0.3072 0.052
N 1.0219 -0.0881 0.1108 -0.177
N -0.2483 1.7124 -0.4074 0.082
N -1.1543 -1.1614 -0.3650 0.082
N -3.0446 0.0306 0.2100 0.087

---

So which one wins? Going from most stable to least: ii, i.